Record 1
{"formula": "C55H36BF9N2", "method": "the ωB97M-V functional and the def2-TZVPD basis", "energy_ha": -3150.607733, "homo_lumo_gap_ha": 0.219, "lumo_ev": -1.2, "smiles": "c1ccc(N(c2ccccc2)c2ccc(Cc3ccc(N(c4ccccc4)c4ccccc4)cc3)cc2)cc1.Fc1cc(F)c(B(c2c(F)cc(F)cc2F)c2c(F)cc(F)cc2F)c(F)c1", "spin_multiplicity": 1, "homo_ev": -7.12, "symbols": ["C", "C", "C", "C", "N", "C", "C", "C", "C", "C", "C", "C", "C", "C", "C", "C", "C", "C", "C", "C", "N", "C", "C", "C", "C", "C", "C", "C", "C", "C", "C", "C", "C", "C", "C", "C", "C", "C", "C", "H", "H", "H", "H", "H", "H", "H", "H", "H", "H", "H", "H", "H", "H", "H", "H", "H", "H", "H", "H", "H", "H", "H", "H", "H", "H", "H", "H", "H", "H", "F", "C", "C", "C", "F", "C", "B", "C", "C", "F", "C", "C", "F", "C", "C", "F", "C", "C", "F", "C", "C", "F", "C", "C", "F", "C", "F", "C", "H", "H", "H", "H", "H", "H"], "positions_angstrom": [[2.322, -18.738, 5.554], [3.351, -17.923, 5.076], [3.065, -16.930, 4.143], [1.757, -16.783, 3.648], [1.493, -15.736, 2.748], [0.623, -15.933, 1.629], [-0.669, -15.395, 1.671], [-1.590, -15.714, 0.672], [-1.187, -16.474, -0.431], [0.134, -16.919, -0.535], [1.043, -16.654, 0.495], [2.073, -14.481, 3.001], [2.491, -13.687, 1.923], [3.026, -12.437, 2.181], [2.941, -11.888, 3.465], [3.070, -10.388, 3.513], [2.382, -9.611, 4.600], [3.076, -8.723, 5.429], [2.358, -7.840, 6.221], [0.951, -7.841, 6.186], [0.237, -7.020, 7.058], [-1.131, -6.729, 6.866], [-2.023, -6.776, 7.955], [-3.367, -6.445, 7.771], [-3.824, -6.025, 6.515], [-2.945, -5.995, 5.426], [-1.612, -6.374, 5.595], [0.859, -6.587, 8.255], [0.923, -5.213, 8.523], [1.575, -4.770, 9.673], [2.066, -5.696, 10.602], [1.981, -7.070, 10.342], [1.415, -7.515, 9.147], [0.263, -8.743, 5.356], [0.984, -9.640, 4.587], [2.660, -12.713, 4.558], [2.211, -14.009, 4.323], [0.732, -17.637, 4.089], [1.009, -18.569, 5.093], [2.551, -19.526, 6.274], [4.379, -18.050, 5.427], [3.852, -16.262, 3.783], [-0.949, -14.755, 2.512], [-2.618, -15.359, 0.763], [-1.916, -16.724, -1.209], [0.450, -17.477, -1.422], [2.078, -16.993, 0.412], [2.432, -14.083, 0.914], [3.432, -11.842, 1.363], [2.469, -10.125, 2.662], [4.103, -10.051, 3.330], [4.171, -8.755, 5.467], [2.884, -7.141, 6.870], [-1.664, -7.090, 8.937], [-4.066, -6.505, 8.612], [-4.864, -5.710, 6.381], [-3.290, -5.674, 4.439], [-0.929, -6.391, 4.742], [0.499, -4.506, 7.809], [1.677, -3.700, 9.853], [2.494, -5.347, 11.543], [2.346, -7.795, 11.071], [1.394, -8.581, 8.905], [-0.823, -8.743, 5.315], [0.456, -10.348, 3.948], [2.786, -12.328, 5.575], [1.983, -14.667, 5.160], [-0.276, -17.547, 3.678], [0.204, -19.178, 5.509], [6.005, -12.677, -3.258], [5.531, -11.636, -2.487], [6.420, -10.671, -2.013], [5.884, -9.541, -1.418], [6.775, -8.688, -0.812], [4.500, -9.294, -1.311], [3.917, -7.904, -1.007], [4.718, -6.787, -0.301], [5.282, -7.005, 0.970], [5.069, -8.216, 1.579], [5.958, -6.038, 1.698], [6.029, -4.761, 1.127], [6.676, -3.760, 1.827], [5.474, -4.451, -0.112], [4.792, -5.466, -0.774], [4.098, -5.128, -1.913], [2.378, -7.776, -0.885], [1.765, -7.401, 0.328], [2.525, -7.337, 1.476], [0.403, -7.202, 0.499], [-0.417, -7.454, -0.604], [-1.777, -7.252, -0.478], [0.095, -7.931, -1.812], [1.476, -8.060, -1.923], [1.986, -8.499, -3.121], [3.733, -10.469, -1.510], [2.544, -10.614, -0.819], [4.165, -11.584, -2.207], [7.497, -10.811, -2.099], [6.371, -6.256, 2.676], [5.529, -3.451, -0.533], [0.004, -6.905, 1.470], [-0.563, -8.210, -2.631], [3.485, -12.402, -2.453]], "lowdin_charge": [-0.11, -0.09, -0.03, -0.23, -0.02, -0.24, -0.02, -0.08, -0.10, -0.08, -0.01, -0.22, 0.00, -0.04, -0.22, -0.12, -0.24, -0.02, -0.02, -0.21, -0.01, -0.22, -0.01, -0.08, -0.10, -0.08, -0.04, -0.26, -0.01, -0.08, -0.09, -0.08, -0.02, -0.01, -0.03, -0.02, -0.01, -0.01, -0.09, 0.10, 0.10, 0.12, 0.13, 0.10, 0.10, 0.10, 0.12, 0.11, 0.11, 0.10, 0.12, 0.12, 0.12, 0.12, 0.10, 0.10, 0.10, 0.12, 0.12, 0.10, 0.10, 0.10, 0.13, 0.11, 0.13, 0.12, 0.12, 0.11, 0.10, 0.06, -0.21, 0.07, -0.17, 0.08, 0.03, -0.14, 0.00, -0.21, 0.07, 0.08, -0.22, 0.04, 0.07, -0.18, 0.06, 0.01, -0.17, 0.07, 0.08, -0.22, 0.04, 0.07, -0.19, 0.07, -0.18, 0.07, 0.07, 0.14, 0.14, 0.13, 0.14, 0.14, 0.14]}

***

Record 2
{"formula": "C55H37BrCrF4N3O2PS2", "method": "the ωB97M-V functional and the def2-TZVPD basis", "energy_ha": -7588.425068, "homo_lumo_gap_ha": [0.232, 0.258], "lumo_ev": [2.0, 2.0], "s2": 3.8931, "spin_multiplicity": 4, "total_charge": -1, "homo_ev": [-4.35, -5.04], "symbols": ["Cr", "O", "C", "C", "C", "C", "C", "C", "C", "C", "C", "O", "C", "C", "C", "C", "C", "C", "C", "C", "C", "C", "C", "C", "N", "C", "C", "C", "C", "C", "C", "C", "C", "C", "C", "C", "C", "H", "H", "H", "H", "H", "H", "H", "H", "H", "H", "H", "H", "H", "H", "H", "H", "H", "H", "H", "H", "H", "H", "H", "H", "H", "H", "H", "F", "C", "C", "F", "C", "F", "C", "P", "C", "C", "C", "C", "C", "C", "C", "C", "C", "C", "C", "C", "C", "Br", "C", "F", "H", "H", "H", "H", "H", "H", "H", "H", "H", "H", "S", "C", "C", "N", "C", "S", "C", "N"], "positions_angstrom": [[0.551, 1.221, 0.079], [-0.616, 0.817, -1.151], [-1.347, 1.658, -1.982], [-0.407, 2.838, -2.328], [0.685, 2.915, -1.260], [1.887, 3.685, -1.699], [2.429, 4.106, -0.376], [2.677, 2.873, 1.970], [1.408, 2.603, 2.307], [1.049, 1.837, 3.548], [0.166, 0.644, 3.042], [0.553, 0.282, 1.765], [-1.338, 0.949, 3.113], [-1.910, 1.966, 3.869], [-3.284, 2.118, 3.923], [-4.114, 1.229, 3.268], [-3.557, 0.189, 2.546], [-2.184, 0.071, 2.449], [0.279, -0.542, 4.001], [0.091, -0.392, 5.370], [0.092, -1.500, 6.197], [0.263, -2.770, 5.671], [0.458, -2.923, 4.311], [0.465, -1.815, 3.485], [0.401, 2.727, 1.375], [-1.729, 0.981, -3.287], [-1.054, -0.148, -3.720], [-1.327, -0.701, -4.956], [-2.280, -0.122, -5.775], [-2.971, 1.000, -5.342], [-2.702, 1.547, -4.101], [-2.615, 1.998, -1.212], [-2.969, 3.255, -0.750], [-4.122, 3.420, 0.004], [-4.946, 2.346, 0.279], [-4.607, 1.089, -0.199], [-3.448, 0.917, -0.927], [-0.959, 3.774, -2.432], [0.065, 2.627, -3.295], [2.170, 4.020, -2.681], [2.995, 5.041, -0.365], [3.478, 2.658, 2.668], [0.527, 2.451, 4.278], [1.962, 1.449, 4.002], [-1.313, 2.679, 4.414], [-3.697, 2.946, 4.482], [-5.186, 1.351, 3.326], [-4.190, -0.537, 2.059], [-1.753, -0.722, 1.857], [-0.071, 0.591, 5.790], [-0.048, -1.374, 7.261], [0.239, -3.633, 6.322], [0.604, -3.907, 3.893], [0.617, -1.924, 2.424], [-0.314, -0.589, -3.069], [-0.787, -1.578, -5.282], [-2.487, -0.545, -6.747], [-3.720, 1.458, -5.974], [-3.249, 2.413, -3.756], [-2.361, 4.122, -0.953], [-4.361, 4.401, 0.388], [-5.840, 2.479, 0.873], [-5.246, 0.240, 0.004], [-3.162, -0.062, -1.290], [5.860, -2.913, -4.786], [4.803, -2.616, -4.011], [4.196, -3.615, -3.240], [4.649, -4.881, -3.305], [3.123, -3.302, -2.429], [2.554, -4.312, -1.750], [2.582, -2.013, -2.353], [1.301, -1.530, -1.110], [2.061, -2.438, 0.297], [3.160, -1.821, 0.890], [3.804, -2.409, 1.961], [3.376, -3.637, 2.436], [2.297, -4.267, 1.836], [1.627, -3.666, 0.785], [-0.053, -2.667, -1.590], [-0.095, -3.339, -2.806], [-1.169, -4.153, -3.115], [-2.218, -4.293, -2.223], [-2.207, -3.588, -1.030], [-1.138, -2.768, -0.722], [3.166, -1.044, -3.193], [2.382, 0.661, -3.355], [4.265, -1.332, -3.985], [4.811, -0.383, -4.758], [3.506, -0.870, 0.513], [4.642, -1.908, 2.425], [3.873, -4.101, 3.276], [1.968, -5.235, 2.190], [0.782, -4.166, 0.333], [0.718, -3.234, -3.513], [-1.183, -4.685, -4.056], [-3.049, -4.940, -2.468], [-3.036, -3.684, -0.344], [-1.126, -2.202, 0.200], [2.936, 1.357, -0.135], [3.103, 3.086, 0.551], [4.512, 3.384, 0.550], [5.628, 3.639, 0.590], [0.956, 4.286, -0.664], [-0.959, 3.549, 1.632], [0.199, 5.448, -0.630], [-0.447, 6.402, -0.606]], "lowdin_charge": [0.62, -0.29, -0.44, -0.05, -0.26, -0.11, -0.14, -0.06, -0.39, -0.04, -0.45, -0.26, -0.19, -0.13, -0.09, -0.10, -0.09, -0.01, -0.13, -0.03, -0.09, -0.10, -0.08, -0.01, -0.56, -0.16, -0.04, -0.08, -0.10, -0.08, -0.02, -0.16, -0.08, -0.09, -0.10, -0.10, -0.02, 0.12, 0.11, 0.14, 0.15, 0.12, 0.10, 0.13, 0.09, 0.10, 0.10, 0.10, 0.10, 0.11, 0.09, 0.09, 0.09, 0.09, 0.05, 0.10, 0.09, 0.10, 0.12, 0.08, 0.10, 0.10, 0.10, 0.12, 0.11, -0.12, -0.12, 0.11, -0.21, 0.10, -0.30, 1.12, -0.36, -0.11, -0.06, -0.09, -0.11, -0.10, -0.37, -0.10, -0.08, -0.08, -0.07, -0.09, -0.55, 0.92, -0.25, 0.07, 0.01, 0.11, 0.10, 0.10, 0.10, 0.11, 0.10, 0.10, 0.10, 0.10, 0.73, -0.64, -0.28, 0.17, -0.30, 0.87, -0.22, 0.16]}